# 1
The following is a DFT calculation (ωB97M-V with the def2-TZVPD basis set) of a molecular structure, C44H54BN15O6SSn.

Each line ends with the Löwdin charge.
Positions of all 122 atoms, in Å:
Sn  -0.226  0.017  -1.197  1.270
C  -1.008  -4.229  -3.575  -0.073
C  -1.500  -3.066  -2.960  -0.184
N  -0.645  -2.066  -3.093  -0.001
N  0.402  -2.545  -3.777  -0.034
C  0.214  -3.845  -4.082  -0.094
B  1.602  -1.674  -4.149  -0.530
N  2.413  -1.263  -2.884  0.000
C  3.654  -1.666  -2.587  -0.086
C  4.049  -1.071  -1.405  -0.062
C  2.951  -0.298  -1.036  -0.158
N  1.975  -0.422  -1.927  -0.050
N  1.170  -0.406  -4.921  -0.035
C  1.838  0.133  -5.958  -0.104
C  1.150  1.251  -6.380  -0.082
C  0.052  1.312  -5.508  -0.195
N  0.075  0.316  -4.634  0.047
H  -1.463  -5.203  -3.625  0.079
H  -2.431  -2.900  -2.440  0.086
H  0.963  -4.402  -4.616  0.106
H  2.340  -2.313  -4.857  0.112
H  4.178  -2.335  -3.249  0.113
H  4.990  -1.181  -0.896  0.083
H  2.800  0.304  -0.157  0.096
H  2.746  -0.317  -6.322  0.107
H  1.407  1.922  -7.181  0.076
H  -0.743  2.040  -5.464  0.090
C  1.716  1.272  7.347  -0.084
O  1.596  1.539  5.969  -0.091
C  2.711  1.989  5.309  -0.215
C  3.910  2.302  5.919  -0.035
C  4.990  2.733  5.149  -0.107
C  4.857  2.827  3.779  -0.098
C  3.655  2.500  3.159  -0.017
C  2.560  2.088  3.910  -0.161
N  1.319  1.716  3.398  0.148
C  0.987  1.569  2.043  -0.366
N  1.233  2.696  1.343  0.135
C  1.251  2.989  -0.042  -0.211
C  0.791  2.161  -1.063  -0.271
C  0.903  2.699  -2.358  -0.198
C  1.393  3.959  -2.625  -0.088
C  1.837  4.770  -1.585  -0.044
C  1.774  4.277  -0.301  -0.218
O  2.206  4.977  0.814  -0.121
C  2.717  6.271  0.607  -0.096
N  0.397  0.518  1.593  0.139
C  0.396  -0.597  2.463  -0.232
C  -0.809  -1.135  2.879  -0.021
C  -0.867  -2.208  3.756  -0.095
C  0.305  -2.772  4.222  -0.091
C  1.531  -2.276  3.790  -0.021
C  1.583  -1.206  2.909  -0.223
O  2.747  -0.685  2.412  -0.094
C  3.958  -1.308  2.770  -0.080
H  0.750  0.890  7.667  0.093
H  1.951  2.180  7.910  0.091
H  2.485  0.519  7.539  0.097
H  4.019  2.213  6.990  0.098
H  5.927  2.978  5.632  0.094
H  5.692  3.146  3.170  0.100
H  3.585  2.540  2.083  0.113
H  0.818  1.079  4.003  0.134
H  1.559  3.464  1.908  0.124
H  0.585  2.093  -3.196  0.034
H  1.433  4.326  -3.644  0.098
H  2.221  5.760  -1.788  0.093
H  2.985  6.656  1.589  0.089
H  1.970  6.927  0.152  0.093
H  3.607  6.249  -0.029  0.093
H  -1.707  -0.697  2.468  0.085
H  -1.825  -2.616  4.047  0.091
H  0.281  -3.625  4.887  0.097
H  2.440  -2.754  4.121  0.099
H  4.736  -0.798  2.206  0.090
H  3.950  -2.370  2.511  0.092
H  4.162  -1.194  3.840  0.093
O  -2.186  3.015  0.559  -0.105
H  -1.221  3.019  0.491  0.014
H  -2.460  2.663  -0.307  -0.064
O  0.573  -2.043  -0.253  -0.374
N  0.495  -3.329  0.077  -0.212
C  -0.716  -3.977  0.143  -0.096
C  -0.794  -5.279  0.528  -0.139
C  0.372  -6.015  0.865  -0.164
C  1.605  -5.337  0.713  -0.144
C  1.656  -4.034  0.323  -0.082
H  -1.565  -3.365  -0.121  0.096
H  -1.774  -5.739  0.575  0.078
H  0.325  -7.050  1.165  0.055
H  2.542  -5.847  0.904  0.082
H  2.562  -3.466  0.171  0.100
C  -5.262  -3.296  -0.599  -0.026
N  -4.870  -2.124  0.165  -0.048
C  -4.925  -2.138  1.518  -0.065
C  -4.530  -1.077  2.250  -0.026
C  -4.013  0.043  1.518  -0.405
N  -3.896  0.048  0.205  0.203
C  -4.338  -1.004  -0.533  -0.495
O  -4.299  -1.058  -1.750  0.025
N  -3.634  1.155  2.190  0.160
H  -6.129  -3.762  -0.130  0.086
H  -4.445  -4.020  -0.653  0.092
H  -5.507  -2.979  -1.608  0.084
H  -5.307  -3.046  1.969  0.128
H  -4.565  -1.090  3.328  0.102
H  -3.409  1.051  3.164  0.097
H  -3.092  1.845  1.665  0.058
C  -6.308  2.575  -3.379  -0.103
N  -5.027  2.595  -2.711  -0.061
C  -3.927  1.922  -3.159  -0.827
S  -2.396  2.374  -2.646  0.675
N  -4.152  0.919  -4.011  -0.036
C  -3.132  0.010  -4.510  -0.096
H  -6.964  3.289  -2.885  0.081
H  -6.785  1.594  -3.303  0.077
H  -6.229  2.844  -4.438  0.085
H  -4.778  3.420  -2.192  0.105
H  -5.107  0.641  -4.157  0.113
H  -2.202  0.160  -3.968  0.002
H  -2.954  0.184  -5.573  0.081
H  -3.456  -1.015  -4.345  0.076

Cartesian forces, eV/Å:
-0.061 -0.337 0.389
0.025 0.006 -0.044
-0.021 0.017 -0.078
-0.028 0.070 0.068
0.057 -0.027 -0.177
-0.076 -0.086 0.065
-0.093 0.096 0.067
-0.072 -0.104 0.094
0.061 -0.014 -0.075
0.049 -0.024 0.019
-0.043 0.045 0.059
-0.058 0.083 -0.227
0.087 -0.132 -0.093
0.008 0.037 -0.076
0.037 0.002 0.046
-0.009 0.037 -0.087
0.030 0.013 0.065
-0.002 -0.022 0.016
-0.018 0.012 0.012
0.038 0.007 -0.048
0.079 -0.016 0.054
-0.008 -0.008 -0.025
0.012 0.003 0.022
-0.011 0.058 0.058
0.010 -0.039 -0.010
-0.002 0.000 -0.034
-0.043 0.026 0.042
0.025 -0.018 0.041
0.078 0.062 -0.112
-0.069 -0.057 0.012
0.009 0.015 -0.016
-0.035 -0.018 0.011
0.013 0.017 0.027
-0.044 -0.053 0.014
0.105 -0.064 0.054
-0.040 -0.031 0.085
-0.132 -0.061 0.084
-0.002 0.065 0.038
-0.077 0.086 -0.164
0.227 0.077 0.261
0.024 -0.101 -0.012
-0.015 0.006 -0.037
0.027 0.045 0.030
0.028 -0.026 0.037
-0.051 -0.049 -0.061
0.017 0.043 -0.006
0.338 -0.077 -0.263
-0.128 -0.041 -0.074
-0.054 0.061 -0.086
0.010 -0.136 0.046
-0.045 0.010 -0.081
0.060 0.025 -0.058
0.251 -0.044 -0.208
-0.321 0.089 0.041
-0.006 -0.016 0.066
0.012 0.001 -0.004
-0.008 -0.004 0.002
-0.001 0.007 0.001
-0.011 -0.003 0.018
0.014 0.012 0.008
0.007 -0.002 -0.016
-0.024 0.009 -0.042
0.022 0.030 -0.018
-0.078 0.023 0.011
-0.014 0.000 0.002
0.008 -0.015 -0.021
0.014 0.001 0.009
0.004 -0.006 -0.006
0.004 -0.002 0.001
-0.007 0.005 0.000
-0.056 0.015 0.012
-0.057 -0.017 0.009
-0.003 -0.010 0.018
0.038 0.000 0.008
0.002 -0.015 -0.007
0.011 -0.009 -0.039
-0.004 -0.012 0.008
0.049 -0.016 0.099
0.002 -0.014 0.012
-0.044 0.069 -0.116
0.233 0.725 0.090
-0.235 -0.247 -0.002
-0.179 0.058 0.113
-0.021 -0.013 0.086
0.009 -0.054 -0.022
0.014 -0.038 0.057
0.174 0.005 0.039
-0.001 0.008 0.001
-0.029 -0.002 -0.017
0.005 -0.032 0.002
0.022 0.003 -0.015
0.000 0.014 -0.008
0.014 -0.080 -0.047
0.044 0.040 0.204
0.029 0.073 -0.103
0.042 -0.129 -0.044
0.116 0.125 -0.187
-0.282 0.136 0.225
0.085 -0.145 0.159
-0.045 0.054 -0.201
0.044 -0.189 -0.031
0.023 -0.003 -0.001
-0.005 0.021 -0.007
-0.012 -0.009 0.041
0.013 0.006 -0.018
-0.043 0.019 0.020
-0.083 0.021 0.016
0.083 0.055 -0.057
-0.031 -0.062 0.037
0.176 0.068 -0.061
-0.152 -0.315 -0.001
0.116 0.323 -0.038
-0.057 0.185 -0.070
-0.016 -0.047 0.089
0.003 -0.009 -0.014
-0.003 0.002 0.022
-0.006 -0.013 0.006
-0.039 -0.037 0.014
0.002 -0.016 0.046
-0.043 -0.028 -0.050
0.028 -0.020 0.017
-0.017 -0.017 -0.007

HOMO-LUMO gap (alpha / beta) = 3.348 / 6.275 eV
Net charge = -1
M = 1050.6 g/mol
Total energy = -3619.26661 hartree
Highest occupied orbital energy (alpha / beta) = -1.1 / -4.1 eV
Expectation value of S² = 0.76
Spin multiplicity = 2



# 2
The following is a DFT calculation (ωB97M-V with the def2-TZVPD basis set) of 2 unconnected molecules or ions with the total composition C5H11NOS.

Each line ends with the Löwdin charge.
Positions of all 19 atoms, in Å:
C  -0.582  0.213  -1.206  0.141
C  0.554  0.892  -1.772  -0.208
C  1.541  1.120  -0.609  -0.504
S  1.773  -0.465  0.188  0.903
C  -1.402  0.876  -0.207  -0.483
N  -2.319  0.056  0.503  0.032
C  -1.742  -0.984  1.382  -0.044
O  -1.269  2.003  0.150  0.167
H  3.547  -2.863  1.035  0.002
H  -0.859  -0.804  -1.437  0.149
H  0.350  1.927  -2.062  0.159
H  0.939  0.429  -2.662  0.132
H  1.014  1.804  0.056  0.090
H  2.522  1.405  -0.948  0.079
H  3.655  -2.727  1.758  0.026
H  -2.955  0.684  1.006  0.148
H  -2.272  -1.895  1.227  0.085
H  -1.800  -0.608  2.422  0.117
H  -0.694  -1.062  1.177  0.012

Cartesian forces, eV/Å:
0.564 -0.622 0.408
0.143 1.073 -0.883
0.396 -0.667 -0.022
-0.849 -0.277 -0.045
-1.858 -2.111 2.752
0.446 0.772 -0.856
-0.378 1.136 0.297
0.721 2.508 -0.795
0.034 -0.012 0.095
0.041 -0.228 -0.302
-0.640 0.099 -0.015
0.468 -0.618 -0.035
0.423 0.145 0.130
0.108 0.881 -0.076
-0.015 -0.023 -0.077
0.313 -0.337 -0.220
-0.187 -0.782 0.248
-0.197 -0.476 -0.416
0.466 -0.460 -0.189

HOMO-LUMO gap (alpha / beta) = 6.644 / 5.766 eV
Energy relative to the best compared isomer or geometry (same formula, charge and spin) = 354.4 kJ/mol
Net charge = +1
M = 133.2 g/mol
Total energy = -724.84340 hartree
Highest occupied orbital energy (alpha / beta) = -14.2 / -13.9 eV
Expectation value of S² = 0.88
Spin multiplicity = 2